Arrangement one

This record from OMol25 describes one molecule with the formula C5H3NO. The level of theory is ωB97M-V/def2-TZVPD.

Geometry as XYZ:
```
10
Properties=species:S:1:pos:R:3
C 0.0710 -0.8792 -2.1034
C -0.0282 -0.5222 -0.9447
C -0.3326 -0.0359 0.3722
C 0.2291 -0.9776 1.3399
N 0.6956 -1.7682 2.0520
C -0.0109 1.4463 0.5825
O 0.1734 2.1136 -0.4569
H 0.4390 -1.2834 -3.0755
H -1.4502 -0.0003 0.6098
H 0.2138 1.9070 1.6240
```

## Properties
Kohn-Sham gap = 10.799 eV
E_HOMO = -0.3927 Eh
lowest unoccupied orbital energy = 0.11 eV
SMILES = C#C[C@@H](C#N)C=O
multiplicity = 1



Arrangement two

This record from OMol25 describes one molecule with the formula C5H3NO. The level of theory is ωB97M-V/def2-TZVPD.

Geometry as XYZ:
```
10
Properties=species:S:1:pos:R:3
N 3.1775 -0.2431 -0.2605
C 2.0287 -0.2464 -0.1013
C 0.6193 -0.0908 0.0431
C -0.4838 -0.9594 -0.2738
C -1.5900 -0.1972 -0.1214
O -1.2648 1.0594 0.2930
C 0.0736 1.1014 0.4043
H -0.4602 -2.0096 -0.5267
H -2.6403 -0.4013 -0.2656
H 0.5400 1.9871 0.8089
```

## Properties
Kohn-Sham gap = 10.441 eV
E_HOMO = -0.3548 Eh
lowest unoccupied orbital energy = 0.79 eV
SMILES = N#Cc1ccoc1
multiplicity = 1



Arrangement three

This record from OMol25 describes one molecule with the formula C5H3NO. The level of theory is ωB97M-V/def2-TZVPD.

Geometry as XYZ:
```
10
Properties=species:S:1:pos:R:3
C 2.1038 1.2572 -1.1374
C 1.1209 0.7890 -0.6521
C -0.1038 0.1300 -0.0307
C -0.3695 -1.2383 -0.2266
N -1.3584 -1.6645 0.4206
O -1.7971 -0.6246 1.2712
C -1.1036 0.4393 0.8177
H 2.7345 1.8887 -1.4572
H 0.2849 -2.2214 -0.6198
H -1.5116 1.2448 1.6142
```

## Properties
Kohn-Sham gap = 10.637 eV
E_HOMO = -0.3605 Eh
lowest unoccupied orbital energy = 0.83 eV
SMILES = C#Cc1cnoc1
multiplicity = 1



Arrangement four

This record from OMol25 describes C5H3NO as an isolated structure. The level of theory is ωB97M-V/def2-TZVPD.

Geometry as XYZ:
```
10
Properties=species:S:1:pos:R:3
C -2.7694 -0.6403 0.7795
C -1.6365 -0.2469 0.3400
C -0.2051 -0.1779 0.1702
C 0.6421 -0.9502 -0.5774
O 1.8287 -0.3563 -0.6389
N 1.7994 0.8528 0.0216
C 0.5973 0.9682 0.4988
H -1.0166 0.5882 -0.5237
H 0.5103 -1.8937 -1.0886
H 0.2498 1.8560 1.0185
```

## Properties
Kohn-Sham gap = 8.456 eV
E_HOMO = -0.3489 Eh
lowest unoccupied orbital energy = -1.04 eV
multiplicity = 1



Of them, arrangement four has the lowest stability.



Arrangement one

This record from OMol25 describes one molecule with the formula C3H8O. The level of theory is ωB97M-V/def2-TZVPD.

Geometry as XYZ:
```
12
Properties=species:S:1:pos:R:3
C -1.1157 -0.6265 0.5698
C -0.2033 0.1595 -0.3585
C 1.2859 -0.0978 -0.1277
O -0.5083 1.5289 -0.1330
H -2.1556 -0.3294 0.3986
H -1.0272 -1.7043 0.4007
H -0.8722 -0.4101 1.6159
H -0.4518 -0.1058 -1.3997
H 1.6050 -1.0672 -0.5264
H 1.8877 0.6728 -0.6293
H 1.5251 -0.0577 0.9401
H 0.0305 2.0377 -0.7506
```

## Properties
Kohn-Sham gap = 11.279 eV
E_HOMO = -0.3773 Eh
lowest unoccupied orbital energy = 1.01 eV
SMILES = CC(C)O
multiplicity = 1



Arrangement two

This record from OMol25 describes a 2-piece molecular cluster, C3H8O overall. The level of theory is ωB97M-V/def2-TZVPD.

Geometry as XYZ:
```
12
Properties=species:S:1:pos:R:3
C -0.5834 -0.4800 -1.6363
C -1.3063 0.2679 -0.8366
O -1.3914 1.5526 -0.4501
H -0.8636 -1.4071 -2.1075
H 0.4536 -0.2297 -1.8594
H -2.2667 -0.2572 -0.5635
H -1.9918 1.4848 0.3219
C 1.5760 -0.1466 1.4817
H 1.1522 0.3440 0.5930
H 1.3057 -1.2704 1.3967
H 1.2445 0.3149 2.3683
H 2.6713 -0.1732 1.2918
```

## Properties
Kohn-Sham gap = 9.924 eV
E_HOMO = -0.3379 Eh
lowest unoccupied orbital energy = 0.73 eV
SMILES = C=CO.C
multiplicity = 1



Arrangement three

This record from OMol25 describes a 2-piece molecular cluster, C3H8O overall. The level of theory is ωB97M-V/def2-TZVPD.

Geometry as XYZ:
```
12
Properties=species:S:1:pos:R:3
C -0.5323 -0.6961 -2.0614
C 0.2091 -0.5132 -0.9528
C -0.4102 -0.9536 0.3632
H -0.1618 -0.3439 -3.0309
H -1.5615 -1.0698 -2.0145
H 1.1861 -0.0211 -0.8585
H -0.7077 -2.0157 0.3632
H -1.2784 -0.3449 0.6669
H 0.3943 -0.8136 1.1047
O 0.6905 2.3993 1.8730
H 0.9203 1.4590 2.0502
H 1.2517 2.9135 2.4967
```

## Properties
Kohn-Sham gap = 10.354 eV
E_HOMO = -0.3501 Eh
lowest unoccupied orbital energy = 0.83 eV
SMILES = C=CC.O
multiplicity = 1



Arrangement four

This record from OMol25 describes a 2-piece molecular cluster, C3H8O overall. The level of theory is ωB97M-V/def2-TZVPD.

Geometry as XYZ:
```
12
Properties=species:S:1:pos:R:3
C -1.6537 0.1425 -0.6233
C 0.3002 -1.2459 0.8009
O 0.8604 -0.1054 1.1005
C 1.7457 0.4068 0.0895
H -1.5775 0.4609 -1.6632
H -2.6307 -0.2961 -0.4179
H -1.4778 0.9877 0.0490
H -0.8936 -0.6179 -0.4639
H -0.4883 -1.3533 1.5898
H 2.1649 -0.4226 -0.4895
H 1.1317 1.0438 -0.5593
H 2.5184 0.9996 0.5874
```

## Properties
Kohn-Sham gap = 9.478 eV
E_HOMO = -0.3153 Eh
lowest unoccupied orbital energy = 0.90 eV
multiplicity = 1



Of them, arrangement four has the lowest stability.



Arrangement one

This record from OMol25 describes a 2-piece molecular cluster, C3H8O overall. The level of theory is ωB97M-V/def2-TZVPD.

Geometry as XYZ:
```
12
Properties=species:S:1:pos:R:3
C 0.3496 0.9918 1.2813
C 0.6782 1.2536 -0.1637
O 1.7122 0.9430 -0.7050
H 0.2965 1.9565 1.8020
H -0.6374 0.5200 1.3675
H 1.1131 0.3618 1.7442
H -0.1214 1.7742 -0.7341
C -0.6827 -1.5712 -0.9078
H -1.4707 -0.8136 -0.9615
H -0.8684 -2.3491 -1.6525
H -0.6667 -2.0138 0.0920
H 0.2764 -1.0971 -1.1118
```

## Properties
Kohn-Sham gap = 11.000 eV
E_HOMO = -0.3663 Eh
lowest unoccupied orbital energy = 1.03 eV
SMILES = CC=O.C
multiplicity = 1



Arrangement two

This record from OMol25 describes one molecule with the formula C3H8O. The level of theory is ωB97M-V/def2-TZVPD.

Geometry as XYZ:
```
12
Properties=species:S:1:pos:R:3
C -1.1098 -0.6125 0.5256
C -0.1470 0.2126 -0.3129
C 1.3198 -0.1412 -0.0833
O -0.3928 1.5846 -0.0194
H -2.1309 -0.2651 0.3429
H -1.0475 -1.6728 0.2610
H -0.8985 -0.5079 1.5954
H -0.3792 0.0249 -1.3728
H 1.5241 -1.1693 -0.4023
H 1.9665 0.5289 -0.6608
H 1.5928 -0.0496 0.9735
H -0.2975 2.0674 -0.8469
```

## Properties
Kohn-Sham gap = 11.258 eV
E_HOMO = -0.3782 Eh
lowest unoccupied orbital energy = 0.97 eV
SMILES = CC(C)O
multiplicity = 1



Arrangement three

This record from OMol25 describes a 2-piece molecular cluster, C3H8O overall. The level of theory is ωB97M-V/def2-TZVPD.

Geometry as XYZ:
```
12
Properties=species:S:1:pos:R:3
C 0.8750 0.1324 1.0511
C 0.5207 -0.5296 -0.0373
C -0.7291 -1.3838 -0.0878
H 1.8530 0.6027 1.0933
H 0.2967 0.2439 1.9529
H 1.2377 -0.6531 -0.8401
H -1.6032 -0.7638 0.1248
H -0.8938 -1.7440 -1.0983
H -0.6729 -2.2451 0.5673
O -0.3650 2.4980 -0.8122
H -0.7643 1.9706 -1.5189
H 0.2451 1.8716 -0.3949
```

## Properties
Kohn-Sham gap = 11.122 eV
E_HOMO = -0.3716 Eh
lowest unoccupied orbital energy = 1.01 eV
SMILES = C=CC.O
multiplicity = 1



Of them, arrangement three has the lowest stability.



Arrangement one

This record from OMol25 describes a 2-piece molecular cluster, CH2BrN overall. The level of theory is ωB97M-V/def2-TZVPD.

Geometry as XYZ:
```
5
Properties=species:S:1:pos:R:3
C 0.2534 0.3982 -0.0380
N 1.2089 1.1629 0.0874
Br 3.9168 -0.1406 -0.0366
H -0.8913 0.6100 0.1796
H 0.4072 -0.6557 0.0184
```

## Properties
Kohn-Sham gap (alpha / beta) = 5.859 / 5.857 eV
E_HOMO (alpha / beta) = -0.3514 / -0.3513 Eh
lowest unoccupied orbital energy (alpha / beta) = -3.70 / -3.70 eV
multiplicity = 1



Arrangement two

This record from OMol25 describes one molecule with the formula CH2BrN. The level of theory is ωB97M-V/def2-TZVPD.

Geometry as XYZ:
```
5
Properties=species:S:1:pos:R:3
C -0.7977 0.4167 -0.5096
N 1.3907 -0.3366 1.3422
Br 1.4614 0.2502 -0.2368
H -0.9555 -0.5075 -1.1749
H -1.0989 0.1772 0.5791
```

## Properties
Kohn-Sham gap (alpha / beta) = 7.107 / 8.390 eV
E_HOMO (alpha / beta) = -0.3286 / -0.3352 Eh
lowest unoccupied orbital energy (alpha / beta) = -1.83 / -0.73 eV
multiplicity = 1



Of them, arrangement two has the lowest stability.